This record from the OMol25 dataset describes the molecule C5H8BNO2. The level of theory is ωB97M-V/def2-TZVPD.

```
! wB97M-V def2-TZVPD RIJCOSX def2/J DEFGRID3
* xyz 0 1
O -2.025 1.848 -0.114
O -1.313 1.866 2.158
N 1.883 -1.461 -0.642
C -0.522 -1.918 -0.417
C 0.222 0.793 0.522
C 0.881 0.747 -0.657
C 0.748 -2.010 -0.045
C 2.049 -0.234 -0.944
B -1.125 1.593 0.847
H -2.053 2.286 2.530
H -1.432 -2.407 -0.026
H -1.642 1.362 -0.897
H 2.785 0.061 -1.589
H 1.010 -2.471 0.911
H 0.873 0.283 1.381
H -0.738 -1.340 -1.372
H 0.399 1.001 -1.644
*
```

Properties
- HOMO level: -8.75 eV
- F_max: 5.08 eV/Å
- Kohn-Sham gap: 9.1 eV
- Energy above the lowest of the compared OMol25 structures with the same formula, charge and spin: 131.2 kJ/mol
- Structure (SMILES): C=C/N=C\C=C\B(O)O